[1]
Entry from the OMol25 dataset: 2 unconnected molecules or ions with the total composition C19H21N3O5 (ωB97M-V/def2-TZVPD).

XYZ file:
```
48
Properties=species:S:1:pos:R:3:forces:R:3:nbo_charge:R:1
C -4.9596 -1.8202 -0.0589 -0.38 0.29 -0.08 -0.630
C -3.6119 -2.4781 -0.0843 -0.46 -0.13 -0.32 -0.073
O -2.5523 -1.4880 -0.0397 0.61 -0.84 0.41 -0.505
C -1.3780 -2.1156 0.2348 -1.87 -0.24 1.72 0.848
N -0.3770 -1.1428 0.4600 3.37 -5.57 -0.64 -0.221
N 0.5892 -1.4929 1.2077 -2.85 -0.64 -0.31 -0.106
C 1.8436 -1.2377 0.6134 1.82 2.18 -1.00 0.814
O 2.0300 -0.6014 -0.4133 -0.14 -1.34 1.57 -0.537
O 2.7746 -1.7980 1.4045 -0.30 0.76 -1.06 -0.476
C 4.1476 -1.5497 0.9605 -0.10 -0.28 0.35 -0.074
C 4.9986 -2.3377 1.9317 0.19 -0.38 -0.01 -0.631
O -1.2421 -3.3252 0.2694 0.62 1.98 -0.31 -0.555
H -5.7168 -2.6074 -0.0757 0.04 0.01 -0.01 0.222
H -5.1334 -1.2305 0.8426 0.16 -0.01 0.00 0.214
H -5.1396 -1.1830 -0.9240 0.11 0.04 -0.02 0.219
H -3.5255 -3.1589 0.7688 0.23 0.16 -0.19 0.197
H -3.4799 -3.0512 -1.0053 -0.02 -0.06 0.17 0.194
H 4.2573 -1.9127 -0.0737 -0.06 0.34 0.36 0.203
H 4.3524 -0.4713 1.0230 -0.24 -0.30 -0.19 0.197
H 6.0392 -2.0132 1.9085 -0.04 0.08 -0.08 0.219
H 4.6305 -2.2312 2.9601 0.06 0.03 -0.30 0.225
H 4.9846 -3.3989 1.6559 -0.05 0.18 0.22 0.215
C 0.5268 0.9327 -5.0944 0.06 0.20 0.22 -0.209
C 1.0517 2.1564 -4.6416 -0.20 -0.40 0.29 -0.223
C 0.9753 2.4870 -3.2856 -0.15 -0.14 -0.19 -0.170
C 0.3577 1.6276 -2.3636 0.09 -0.16 -0.15 -0.124
C 0.2579 2.1118 -0.9187 0.49 0.81 -0.40 0.445
C -0.2419 1.2224 0.0510 -0.68 1.07 -0.63 -0.234
N -0.4808 1.6041 1.3521 -0.01 0.30 0.83 -0.241
C 0.0656 2.7548 1.9057 -0.64 -0.11 -0.27 -0.007
C -0.2950 3.1873 3.1648 -0.14 -0.42 0.20 -0.215
C -1.0501 2.3720 4.0050 0.18 0.03 -0.07 -0.221
C -1.4754 1.1405 3.5000 -0.16 0.12 -0.15 -0.212
C -1.2766 0.8208 2.1774 0.59 0.46 -0.06 -0.009
O 0.6098 3.2972 -0.6954 -0.14 -0.71 -0.14 -0.669
C -0.1289 0.3947 -2.8247 0.08 0.17 -0.27 -0.120
C -0.0598 0.0455 -4.1814 0.23 0.42 0.19 -0.246
H 0.5889 0.6730 -6.1544 -0.05 0.07 0.35 0.210
H 1.5216 2.8640 -5.3296 -0.16 -0.34 0.14 0.212
H 1.3912 3.4276 -2.9267 -0.20 -0.24 -0.02 0.238
H -0.5563 0.1984 -0.2170 -0.02 2.10 -0.11 0.247
H 0.6702 3.3509 1.2407 -0.05 -0.21 -0.11 0.283
H 0.0464 4.1738 3.4697 0.02 -0.29 0.05 0.232
H -1.2908 2.6797 5.0179 0.05 -0.10 -0.16 0.224
H -1.9976 0.4124 4.1160 -0.08 0.29 -0.11 0.229
H -1.7155 -0.0549 1.7135 0.02 0.35 0.25 0.220
H -0.5644 -0.3179 -2.1309 -0.03 0.11 -0.08 0.189
H -0.4619 -0.9160 -4.5157 0.18 0.38 0.10 0.210
```
Positions in Å, forces in eV/Å.

Calculated values
**Energy above the lowest of the compared OMol25 structures with the same formula, charge and spin**: 811.1 kJ/mol
**M**: 371.39 g mol⁻¹
**Orbital gap**: 0.1716 Eh
**Total charge**: 0
**Multiplicity**: 1
**DFT total energy**: -1276.9051 hartree

=====

[2]
Entry from the OMol25 dataset: a molecular structure, C19H21N5O2S (ωB97M-V/def2-TZVPD).

XYZ file:
```
48
Properties=species:S:1:pos:R:3:forces:R:3:nbo_charge:R:1
C -3.9489 1.4016 -4.7378 -2.15 4.69 -2.66 -0.256
H -4.0411 0.3749 -4.7950 -0.38 -2.23 0.24 0.175
O -2.6985 1.8555 -4.3885 1.51 -0.01 4.43 -0.513
C -2.3973 1.7143 -2.9460 3.76 2.92 -1.98 0.295
C -1.1224 2.3906 -2.4614 -6.03 -6.30 6.60 -0.226
C -0.7882 2.0148 -1.0212 1.56 2.44 -3.40 -0.218
C -1.6872 1.2968 -0.0385 4.54 4.56 -9.38 0.100
C -2.7124 0.8515 -0.7670 -3.78 -4.19 5.82 -0.136
C -3.0957 1.0136 -2.0466 -4.65 -0.90 -2.52 -0.367
H -4.1915 0.6487 -2.3595 2.75 0.45 0.79 0.235
H -3.3833 0.0985 -0.0614 1.03 1.76 -1.92 0.166
N -1.0988 1.0207 1.0802 -7.96 -3.96 5.41 -0.585
C -0.1593 1.6622 1.7792 -7.26 -7.16 6.25 0.659
O 0.7685 1.9555 1.2838 12.19 6.41 -5.66 -0.495
C -0.1515 1.1067 3.1953 -4.88 -0.68 5.06 -0.689
H -0.0992 -0.0890 3.4682 -0.09 2.99 -1.82 0.303
H -1.3127 1.4000 3.7584 3.20 -0.82 -1.68 0.219
S 0.9794 1.8930 4.3242 1.97 -1.14 -1.97 0.250
C 2.4142 1.0856 3.3603 -2.63 0.18 3.77 0.238
N 3.5720 1.5435 3.5791 2.54 2.28 -1.60 -0.277
N 4.4335 0.7645 2.8532 -8.36 -4.76 0.87 -0.401
C 3.5566 -0.4857 2.6404 1.32 3.71 -1.14 0.392
N 2.3295 -0.2099 2.9071 0.46 0.85 0.01 -0.516
C 3.9269 -1.6788 1.8931 -0.70 7.95 -3.57 -0.301
N 3.0839 -2.3796 1.1827 -10.75 -7.60 2.90 -0.505
C 1.8794 -1.8968 0.3966 4.04 0.70 1.73 0.169
C 0.5607 -2.2498 0.5969 1.45 -4.87 0.58 -0.253
C -0.2809 -2.1929 -0.5244 -3.99 -1.69 6.85 -0.020
C -0.0264 -1.2338 -1.3019 -0.53 6.02 -8.86 -0.243
C 1.1945 -0.6594 -1.4583 4.93 0.57 0.02 -0.150
C 2.2949 -1.0612 -0.6285 -1.37 2.48 -1.09 -0.267
H 3.3106 -0.4697 -0.6513 -2.02 -1.75 -0.13 0.227
H 1.5082 -0.0042 -2.3021 -1.02 -0.23 0.75 0.218
H -0.7395 -0.8126 -2.1237 0.70 -1.20 1.66 0.218
C -1.7072 -2.6233 -0.2870 2.76 -3.78 -12.87 -0.521
H -1.7004 -3.8315 -0.9334 -0.43 3.25 2.29 0.168
H -1.9133 -2.7411 0.5774 -2.08 -2.11 11.26 0.165
H -2.5977 -2.1884 -0.7017 0.34 1.01 -1.00 0.221
H 0.3893 -3.1414 1.3317 0.17 2.00 -0.87 0.212
H 2.4822 -2.9742 2.2605 1.45 1.39 -4.32 0.281
H 4.4518 -2.1489 2.4774 5.53 -5.98 5.80 0.206
H 4.5195 -1.4549 1.0897 3.21 2.15 -1.47 0.215
H 5.3564 0.8835 2.8051 4.26 0.54 0.24 0.397
H -1.9916 0.6274 1.7162 3.39 1.04 -1.36 0.378
H 0.3211 2.3274 -0.7631 -2.77 -0.68 -0.22 0.256
H -0.6292 2.7632 -3.2201 3.41 2.34 -2.98 0.207
H -4.8353 1.9744 -4.2306 1.55 -1.38 -0.27 0.172
H -4.0236 1.8587 -5.8080 -0.18 -1.26 1.45 0.195
```
Positions in Å, forces in eV/Å.

Calculated values
**Energy above the lowest of the compared OMol25 structures with the same formula, charge and spin**: 1687.4 kJ/mol
**M**: 383.48 g mol⁻¹
**Orbital gap**: 0.3121 Eh
**Total charge**: 0
**Multiplicity**: 1
**DFT total energy**: -1558.4890 hartree

=====

[3]
Entry from the OMol25 dataset: a single C19H21NO3 molecule (ωB97M-V/def2-TZVPD).

XYZ file:
```
44
Properties=species:S:1:pos:R:3:forces:R:3:nbo_charge:R:1
C 4.5667 1.4680 0.9600 -0.26 -0.38 0.05 -0.616
C 3.8691 0.2329 1.5088 0.26 0.21 0.25 -0.060
O 3.0093 -0.2532 0.5000 -0.17 -0.15 -0.18 -0.496
C 2.2478 -1.3523 0.7604 -0.08 0.06 -0.17 0.243
C 2.2288 -2.0533 1.9542 0.15 0.21 -0.05 -0.283
C 1.3836 -3.1433 2.1148 -0.12 -0.13 -0.02 -0.218
C 0.5538 -3.5356 1.0874 0.03 -0.06 0.18 -0.221
C 0.5662 -2.8494 -0.1196 0.07 0.15 -0.21 -0.299
C 1.4107 -1.7691 -0.2965 0.16 0.12 0.09 0.320
O 1.5237 -1.0351 -1.4482 0.16 -0.10 0.20 -0.504
C 0.5044 -1.1523 -2.4122 -0.12 -0.20 -0.15 -0.164
C -0.9108 -0.8627 -1.8890 0.27 -0.22 -0.26 0.660
O -1.8277 -1.5877 -2.2227 0.02 -0.11 -0.13 -0.610
N -1.0531 0.1994 -1.0576 0.00 0.11 0.28 -0.467
C -0.0952 1.2832 -0.9332 0.27 0.38 -0.30 -0.218
C -0.6975 2.5268 -1.5827 0.01 0.02 0.25 -0.407
C -1.9104 2.9648 -0.7697 0.11 0.05 -0.15 -0.409
C -2.7325 1.7928 -0.3015 0.05 -0.06 -0.05 -0.074
C -3.9498 2.0325 0.3241 -0.06 -0.14 0.06 -0.192
C -4.7285 0.9975 0.8036 -0.06 0.15 0.01 -0.215
C -4.2827 -0.3074 0.6751 0.10 -0.06 -0.01 -0.214
C -3.0740 -0.5678 0.0609 -0.06 -0.07 0.07 -0.204
C -2.3004 0.4730 -0.4447 -0.47 0.04 0.15 0.215
H 3.8312 2.2245 0.7002 -0.04 0.11 -0.01 0.211
H 5.2476 1.8712 1.7042 0.07 0.06 0.06 0.213
H 5.1255 1.2085 0.0654 0.09 0.01 -0.08 0.216
H 4.6099 -0.5329 1.7784 -0.14 0.04 0.00 0.172
H 3.2910 0.4922 2.4077 0.06 -0.10 -0.09 0.170
H 2.8640 -1.7556 2.7733 0.08 0.07 0.04 0.219
H 1.3799 -3.6753 3.0539 0.00 -0.05 0.08 0.214
H -0.1101 -4.3772 1.2110 -0.06 -0.07 0.01 0.216
H -0.0907 -3.1680 -0.9126 -0.07 0.00 -0.14 0.232
H 0.4803 -2.1556 -2.8567 -0.08 0.19 0.10 0.209
H 0.7625 -0.4392 -3.2020 -0.04 -0.09 0.08 0.213
H 0.0807 1.4656 0.1327 0.09 -0.03 -0.06 0.200
H 0.8535 1.0178 -1.3908 -0.12 -0.01 0.11 0.239
H -0.9977 2.2794 -2.6033 0.06 0.00 -0.04 0.204
H 0.0423 3.3268 -1.6289 0.01 0.01 -0.04 0.213
H -1.5760 3.5200 0.1133 -0.01 0.03 -0.05 0.211
H -2.5387 3.6406 -1.3543 0.01 0.03 0.07 0.221
H -4.2856 3.0546 0.4302 -0.03 0.11 0.01 0.207
H -5.6742 1.2075 1.2803 -0.08 0.02 0.04 0.212
H -4.8739 -1.1248 1.0590 -0.04 -0.08 0.03 0.214
H -2.7231 -1.5818 -0.0329 0.02 -0.06 -0.02 0.231
```
Positions in Å, forces in eV/Å.

Calculated values
**Energy above the lowest of the compared OMol25 structures with the same formula, charge and spin**: 128.7 kJ/mol
**M**: 311.38 g mol⁻¹
**Orbital gap**: 0.3286 Eh
**Total charge**: 0
**Multiplicity**: 1
**DFT total energy**: -1017.0900 hartree